120
Properties=species:S:1:pos:R:3 method="wB97M-V/def2-TZVPD" orbital_gap_ev=10.92 energy_ev=-38681.23146 total_charge=0 relative_energy_kcal_mol=297.0 lumo_ev=0.69 spin_multiplicity=1
C 2.6792 -8.5224 6.7304
C 2.9022 -7.6424 5.4304
C 1.8482 -6.4654 5.2954
C 2.0852 -5.6474 4.0054
C 1.1772 -4.5204 3.9254
C 1.3532 -3.6894 2.6874
H 3.0712 -7.8704 7.6724
H 3.3252 -9.4234 6.7154
H 1.7892 -8.7694 6.8544
H 2.9092 -8.1314 4.5034
H 3.8322 -7.0874 5.4324
H 1.7672 -5.5394 6.1004
H 0.9742 -6.8554 5.6344
H 1.8882 -6.2174 3.0284
H 3.0872 -5.3704 4.1504
H 1.5312 -3.8594 4.7714
H 0.0852 -4.9634 3.9364
H 1.2372 -4.2324 1.7724
H 2.4342 -3.3174 2.7044
H 0.9622 -2.7184 2.9264
C 1.4512 4.7776 -0.4436
C 1.1032 3.3306 -0.3616
C 2.2692 2.4846 -1.0536
C 1.9382 1.1116 -1.3116
C 1.6332 0.2536 0.0464
C 1.6042 -1.2464 -0.3326
H 0.5832 5.1736 0.1164
H 1.4242 5.2716 -1.4366
H 2.4222 5.1246 -0.0606
H 0.2042 3.1226 -0.8046
H 1.1342 2.9606 0.7514
H 3.0802 2.4876 -0.3926
H 2.5212 2.8466 -1.9456
H 2.8302 0.6986 -1.6746
H 1.2362 0.8206 -1.9896
H 0.6352 0.2736 0.5564
H 2.3312 0.3796 0.6824
H 2.5162 -1.6804 -0.6346
H 0.8982 -1.5714 -1.2716
H 1.3462 -1.9034 0.6384
C 1.5702 -1.6774 -5.5216
C 1.2132 -2.6464 -4.3636
C 1.4662 -4.0874 -4.5356
C 0.7252 -4.8384 -3.4586
C 0.9972 -6.3454 -3.4656
C 2.5022 -6.9774 -3.4156
H 2.6852 -1.8094 -5.9016
H 1.5542 -0.6264 -5.5616
H 0.7882 -1.9294 -6.2956
H 0.1962 -2.5384 -4.2126
H 1.7692 -2.2784 -3.5286
H 2.5292 -4.3074 -4.5466
H 1.3162 -4.2164 -5.4756
H -0.2428 -4.5224 -3.4236
H 0.9442 -4.3644 -2.4706
H 0.5332 -7.0454 -4.3116
H 0.3782 -6.7974 -2.5646
H 3.0532 -6.3954 -4.0246
H 2.3832 -8.0114 -3.6276
H 3.0562 -6.9534 -2.4576
C -1.4298 1.6726 -4.7216
C -0.6268 2.9366 -4.7516
C -1.3448 4.1756 -4.0016
C -0.4808 5.4366 -3.9216
C -0.9998 6.6726 -3.1606
C 0.0732 7.7836 -3.0326
H -2.2848 1.7216 -5.4586
H -2.0118 1.6126 -3.7516
H -0.7388 0.7336 -4.9846
H -0.3958 3.2906 -5.8916
H 0.2792 2.8036 -4.1226
H -1.6828 4.0346 -2.9866
H -2.2288 4.2246 -4.6776
H -0.2778 5.8676 -5.0396
H 0.5422 5.1136 -3.3866
H -1.3678 6.2286 -2.0886
H -1.8518 7.1226 -3.7056
H 0.6662 7.6686 -3.9766
H 0.4692 7.4826 -2.0656
H -0.4468 8.8426 -2.6636
C -4.2798 0.7186 4.3514
C -3.2958 1.9356 4.1604
C -1.9628 1.2846 3.5624
C -1.0288 0.4536 4.5154
C 0.2042 0.0146 3.8044
C 1.1942 1.1116 3.5734
H -4.5478 0.3666 3.4794
H -5.2678 1.2726 4.7904
H -4.0108 -0.0154 5.0314
H -2.9868 2.5096 5.2784
H -3.7708 2.6336 3.4484
H -1.5508 2.2726 3.0984
H -2.3478 0.4926 2.6264
H -1.4488 -0.4384 4.7704
H -0.9078 1.0756 5.4194
H 0.0312 -0.3584 2.8804
H 0.6482 -0.9964 4.2624
H 0.9132 2.0656 2.9044
H 2.1802 0.6666 3.1754
H 1.3502 1.6726 4.4634
C -2.8568 6.1156 0.9114
C -3.5518 4.8366 0.3744
C -2.5628 3.7036 0.1204
C -3.1668 2.4346 -0.3976
C -2.1738 1.2946 -0.5066
C -2.7858 -0.0854 -0.9306
H -1.9448 6.3176 0.3934
H -2.3998 5.7746 1.9354
H -3.5898 6.9246 1.0334
H -4.0508 4.8396 -0.5586
H -4.2718 4.3996 1.0284
H -1.8748 3.3206 0.9154
H -1.6568 4.0776 -0.5036
H -3.5748 2.5946 -1.3206
H -3.9668 2.2476 0.1464
H -1.9158 1.2466 0.5484
H -1.3288 1.6856 -1.1416
H -3.7498 -0.4924 -0.5176
H -2.1388 -0.8614 -0.8956
H -2.9378 -0.0414 -2.0396

---

171
Properties=species:S:1:pos:R:3 method="wB97M-V/def2-TZVPD" orbital_gap_ev=5.31 energy_ev=-187937.51940 total_charge=-1 lumo_ev=0.67 spin_multiplicity=1
C -2.9807 2.6707 2.4716
C -2.6212 3.1298 1.0544
C -3.3706 2.4061 -0.0770
C -3.3909 0.8501 -0.0167
N -2.9863 0.2693 -1.3004
C -1.5270 -0.0061 -1.5219
C -0.4904 0.6773 -0.6332
C 0.6011 -0.3106 -0.1360
C 0.0295 -1.5015 0.6797
Nb 1.5373 -2.4323 2.0710
C 2.8387 -3.3204 3.7401
C 3.9986 -2.4323 4.2237
C 4.6652 -2.9595 5.5147
F 5.9275 -3.5263 5.2131
C 1.6149 -4.4107 0.9994
C 0.6977 -4.8441 -0.1716
C 0.6786 -6.3834 -0.1787
Cl -0.6663 -7.1289 -1.1183
C -0.2324 -3.2718 3.3580
C -1.4557 -3.5608 2.6328
O -2.3418 -2.8470 2.3044
F -1.5651 -4.8946 2.3095
C 3.3392 -1.5602 1.0185
C 3.5302 -2.1764 -0.3912
C 4.7043 -3.1777 -0.3808
I 4.1155 -0.5662 -1.7774
P 1.1745 -0.3084 3.5480
O -0.3815 0.2812 3.3527
Cl 2.2986 1.3148 2.8290
C -3.6810 -0.8736 -1.6785
S -4.4926 -1.9099 -0.7223
S -3.5514 -1.1810 -3.4567
C -2.5322 -2.6922 -3.5309
C -1.1186 -2.4380 -4.1273
C 0.0394 -2.7070 -3.1394
H -2.7123 1.6307 2.6689
H -4.0399 2.8615 2.6868
H -2.4064 3.2729 3.1889
H -2.9168 4.1878 0.9955
H -1.5335 3.1247 0.9060
H -2.9331 2.7118 -1.0361
H -4.4066 2.7712 -0.0739
H -2.7857 0.4909 0.8249
H -4.4144 0.5420 0.2102
H -1.3071 0.2464 -2.5678
H -1.3723 -1.0898 -1.4571
H -0.8708 1.2118 0.2363
H 0.0429 1.4260 -1.2396
H 1.2377 0.2835 0.5251
H 1.1449 -0.6659 -1.0173
H -0.7728 -1.0690 1.3019
H -0.4878 -2.2001 0.0058
H 2.2062 -3.5676 4.6079
H 3.2644 -4.2808 3.4030
H 4.8245 -2.4145 3.5013
H 3.6821 -1.4065 4.4467
H 4.0744 -3.7653 5.9646
H 4.8468 -2.1635 6.2451
H 1.4710 -5.1390 1.8161
H 2.6498 -4.5645 0.6507
H -0.3449 -4.5224 -0.0919
H 1.1447 -4.5078 -1.1160
H 1.6202 -6.8275 -0.5122
H 0.5114 -6.7139 0.8491
H -0.4488 -2.6006 4.1971
H 0.1918 -4.2081 3.7372
H 3.2611 -0.4749 0.9220
H 4.2673 -1.7519 1.5727
H 2.6259 -2.6272 -0.8032
H 4.7220 -3.6918 0.5864
H 5.6433 -2.6180 -0.4439
H 4.6586 -3.8805 -1.2174
H -0.9785 -0.4685 3.2036
H -3.0725 -3.4661 -4.0858
H -2.4289 -3.0810 -2.5113
H -1.0650 -1.4203 -4.5243
H -0.9938 -3.1485 -4.9526
H 0.8471 -1.9758 -3.2731
H -0.2746 -2.6596 -2.0905
H 0.4806 -3.6950 -3.3033
C -3.3749 8.0732 1.4630
N -3.8063 6.6720 1.2125
O -3.8357 5.9024 2.1485
O -4.1103 6.3905 0.0696
H -3.1450 8.1806 2.5164
H -2.5017 8.2599 0.8445
H -4.2008 8.7161 1.1667
C 4.8543 3.5715 2.0767
N 5.0437 4.7158 1.1438
O 4.9082 5.8434 1.5859
O 5.3252 4.4548 -0.0039
H 4.6100 3.9645 3.0564
H 4.0464 2.9583 1.6891
H 5.7840 3.0104 2.0943
C -2.0074 -8.1127 3.6083
N -0.5488 -8.0539 3.9024
O -0.1741 -8.3416 5.0205
O 0.1602 -7.7030 2.9866
H -2.5247 -8.4308 4.5059
H -2.3094 -7.1150 3.2996
H -2.1440 -8.8191 2.7952
C -7.6853 9.8379 1.9226
N -6.2698 10.0194 2.3392
O -5.9666 9.8087 3.4912
O -5.4882 10.3660 1.4688
H -8.2516 9.5278 2.7940
H -8.0373 10.7852 1.5315
H -7.6941 9.0774 1.1546
C 8.2010 -1.2734 -3.2157
N 7.9770 -2.6425 -2.6775
O 8.0992 -2.8056 -1.4819
O 7.6916 -3.5052 -3.4795
H 8.4469 -0.6174 -2.3892
H 9.0185 -1.3375 -3.9277
H 7.2832 -0.9590 -3.7039
C -4.0518 13.2994 1.1033
N -4.2954 14.5710 0.3688
O -3.7256 14.7373 -0.6881
O -5.0580 15.3621 0.8852
H -3.3598 12.6972 0.5273
H -3.6381 13.5591 2.0731
H -5.0066 12.7966 1.2125
C -0.0704 -2.3303 7.4648
N 1.3900 -2.1503 7.2396
O 1.7261 -1.3766 6.3697
O 2.1367 -2.8043 7.9411
H -0.6018 -1.6907 6.7691
H -0.2966 -3.3789 7.2941
H -0.2759 -2.0552 8.4949
C 2.7271 -8.4719 -4.3858
N 2.6892 -6.9887 -4.3564
O 1.6443 -6.4532 -4.6623
O 3.7071 -6.4117 -4.0325
H 1.7515 -8.8297 -4.6820
H 3.4896 -8.7589 -5.1057
H 2.9866 -8.8157 -3.3949
C -4.5020 0.9247 -6.4693
N -4.1735 1.1089 -7.9094
O -4.1231 2.2409 -8.3435
O -3.9792 0.1032 -8.5608
H -4.6489 1.9014 -6.0243
H -5.4056 0.3252 -6.4159
H -3.6708 0.4036 -6.0028
C 1.0712 -11.7486 -1.1860
N 1.3417 -10.7785 -2.2822
O 1.2051 -9.6020 -2.0338
O 1.6796 -11.2443 -3.3547
H 0.7824 -11.1884 -0.3045
H 0.2725 -12.4021 -1.5234
H 1.9842 -12.3124 -1.0198
C -0.4736 -3.1396 -8.5383
N 0.2891 -2.3277 -7.5508
O 0.3548 -1.1299 -7.7349
O 0.7850 -2.9263 -6.6223
H -0.8604 -2.4743 -9.3011
H 0.2132 -3.8701 -8.9548
H -1.2757 -3.6329 -7.9974
C -7.6240 9.4225 -3.2195
N -7.3327 10.0492 -1.9011
O -8.0924 9.8145 -0.9777
O -6.3547 10.7554 -1.8324
H -8.5224 8.8252 -3.1225
H -7.7551 10.2280 -3.9356
H -6.7658 8.8112 -3.4821
C 7.6841 6.9788 2.7488
N 8.0935 7.5599 4.0574
O 7.4322 7.2833 5.0347
O 9.0723 8.2788 4.0556
H 6.8038 6.3683 2.8999
H 7.4745 7.8048 2.0767
H 8.5209 6.3902 2.3842

---

144
Properties=species:S:1:pos:R:3 method="wB97M-V/def2-TZVPD" orbital_gap_ev="1.46 / 8.72" energy_ev=-81137.69548 total_charge=-1 relative_energy_kcal_mol=267.5 lumo_ev="1.83 / 1.81" spin_multiplicity=2
C 0.5112 16.3960 27.2818
O -0.1210 15.5869 26.6327
N 1.8996 16.4765 27.3071
C 2.8942 15.4677 26.7427
C 2.3476 17.5163 28.3244
H 0.0593 17.0878 28.0094
H 3.4554 15.0480 27.5776
H 3.5431 15.9841 26.0354
H 2.2506 14.6855 26.3401
H 3.4318 17.4328 28.3995
H 2.0451 18.5085 27.9896
H 1.9314 17.1991 29.2806
C -1.9487 21.9815 32.4244
O -2.7137 21.0276 32.5249
N -1.4135 22.3822 31.2467
C -1.3582 21.4068 30.0753
C -0.4733 23.5308 31.2912
H -1.7052 22.6692 33.2490
H -2.2556 20.7895 30.0332
H -0.5252 20.7396 30.2966
H -1.3490 21.8344 29.0727
H -0.7593 24.2306 32.0764
H 0.5524 23.2456 31.5254
H -0.4273 23.9094 30.2701
C -10.1902 20.4266 25.4236
O -10.7564 19.6652 24.6278
N -8.7913 20.3972 25.4916
C -7.9285 21.3573 26.0719
C -8.0106 19.5604 24.4942
H -10.6312 21.1716 26.1038
H -8.5011 22.0901 26.6404
H -7.3755 21.9300 25.3274
H -7.3907 20.8890 26.8963
H -7.9540 18.4943 24.7141
H -8.5255 19.5951 23.5342
H -7.0945 19.9309 24.0342
C -0.7770 16.1134 32.4058
O 0.3484 15.8907 32.0536
N -1.6696 16.8048 31.6561
C -3.0624 17.0920 32.1426
C -1.4002 17.4323 30.3886
H -1.1986 15.8346 33.3839
H -3.0660 18.1481 32.4120
H -3.2605 16.7177 33.1470
H -3.9896 16.9342 31.5915
H -1.8581 18.4209 30.3583
H -0.3208 17.4890 30.2480
H -1.8985 16.9541 29.5454
C -3.1171 24.4281 28.2334
O -4.1125 23.7427 28.2008
N -2.1974 24.5392 27.2772
C -2.1753 23.8418 25.9133
C -1.1203 25.5416 27.4879
H -3.0595 25.1384 29.0726
H -2.5066 24.4366 25.0621
H -2.8453 22.9882 26.0164
H -1.1870 23.3949 25.8049
H -0.9493 25.8484 28.5198
H -0.2460 24.9882 27.1450
H -1.1966 26.5166 27.0067
C -6.2524 14.4621 25.9882
O -5.1072 14.8140 25.6657
N -7.2836 15.2275 26.4906
C -8.5171 14.7473 27.0291
C -7.3093 16.6984 26.3483
H -6.5561 13.4038 25.9829
H -8.7565 13.6894 27.1370
H -9.1820 14.9282 26.1846
H -8.9799 15.1864 27.9128
H -6.4539 17.0503 25.7716
H -8.3241 17.0606 26.1834
H -7.0667 17.1339 27.3176
C -1.2951 11.6937 29.4746
O -0.4649 11.2156 28.6464
N -2.2721 12.6053 29.1127
C -3.2130 13.1039 30.1579
C -2.7750 12.9654 27.7695
H -1.4028 11.3875 30.5266
H -3.6245 14.0839 29.9162
H -2.8929 13.0634 31.1990
H -3.9771 12.3278 30.1129
H -1.9372 12.9187 27.0738
H -3.2690 12.0163 27.5617
H -3.5510 13.7120 27.6001
C -3.7712 19.3962 19.0179
O -4.7520 18.6027 19.0182
N -2.7095 19.1853 19.7947
C -1.6137 20.1141 19.7878
C -2.6344 17.8422 20.4669
H -3.8149 20.3374 18.4484
H -0.8096 20.0462 19.0550
H -1.0770 20.3042 20.7172
H -1.9426 21.1232 19.5398
H -3.0108 18.0096 21.4760
H -3.1182 16.9696 20.0283
H -1.5652 17.6538 20.5639
C -2.1183 14.8406 21.7393
O -1.1079 15.5910 21.7045
N -2.5608 14.3186 22.8954
C -2.0262 14.8124 24.2077
C -3.5771 13.3458 22.8167
H -2.5815 14.5922 20.7718
H -2.2160 14.2100 25.0961
H -2.5139 15.7526 24.4653
H -0.9413 14.8763 24.1237
H -3.8377 12.7976 21.9113
H -3.4941 12.5859 23.5937
H -4.4728 13.9339 23.0164
C -1.0876 21.8647 22.9044
O -1.8845 21.7228 23.9090
N 0.2708 21.6481 22.9766
C 0.9245 21.0934 24.1078
C 1.1526 21.8430 21.7515
H -1.5874 22.0221 21.9361
H 0.4839 21.6771 24.9160
H 1.9344 21.4990 24.1682
H 0.7758 20.0316 24.3044
H 2.0167 22.4697 21.9719
H 1.2299 20.7792 21.5265
H 0.4246 22.0785 20.9752
C -7.5705 15.5091 22.4980
O -8.1439 14.5491 23.0508
N -8.1995 16.3728 21.6127
C -7.3277 17.3420 20.9253
C -9.6112 16.2873 21.1743
H -6.5097 15.8040 22.4884
H -6.5913 17.8741 21.5275
H -7.9263 18.1879 20.5874
H -6.8890 16.9600 20.0035
H -9.7297 15.7309 20.2445
H -10.3917 15.7722 21.7342
H -10.0814 17.2634 21.0555
C -3.2070 19.3391 26.5105
O -2.9302 19.5487 27.7201
N -3.6480 18.1678 26.0387
C -3.5925 16.9993 27.0009
C -3.9351 18.0211 24.5829
H -3.2786 20.1369 25.7551
H -3.2808 16.0908 26.4855
H -4.5380 16.8180 27.5120
H -2.7914 17.3287 27.6626
H -4.4948 18.8352 24.1223
H -3.0691 18.2693 23.9694
H -4.4907 17.1789 24.1705